The following is a DFT calculation (ωB97M-V with the def2-TZVPD basis set) of a 10-piece molecular cluster, C70H53F9O3 overall.

The geometry in XYZ format:
```
135
Properties=species:S:1:pos:R:3:forces:R:3
C 1.4297 -3.7860 0.1822 2.3757 6.4386 0.2163
C 1.9341 -2.5592 0.1245 -3.0735 -4.3205 1.8312
C 2.1633 -0.9973 0.4856 0.1200 2.0612 0.1747
C 3.4690 -0.4607 1.2183 -3.2708 2.5760 -0.7613
C 3.5830 1.0974 1.5724 -2.9783 -1.4650 -1.5721
C 2.4179 2.1376 1.2065 -0.5999 -3.6813 -1.0206
C 1.1216 1.6121 0.4835 2.4379 -2.4258 0.8974
C 1.0410 0.0475 0.1391 1.3017 0.7504 0.8017
C -0.3169 -0.4294 -0.5908 -0.9240 -1.2881 -1.7766
O -0.3924 -1.3094 -1.5091 0.7918 3.4660 4.0452
C -1.6734 0.2948 -0.1152 -1.2042 0.5852 0.8786
C -2.9685 -0.6167 -0.0233 -0.0752 4.4927 1.0095
C -4.2876 0.0864 0.4902 4.1598 1.4563 -0.6340
C -4.2382 1.6346 0.8865 1.3115 -1.7668 -0.8482
O -5.4970 2.1840 1.3719 2.4575 -1.8241 -1.2397
C -2.9138 2.5255 0.7639 -0.0817 -3.2570 -0.9080
C -1.6010 1.8247 0.2529 -2.8871 -2.2021 0.4233
C -0.1591 2.5471 0.0953 0.3324 2.5095 -1.0833
O -0.0211 3.7531 -0.3397 -0.6853 -5.7223 2.3395
H 0.9501 -4.8317 0.3409 1.3379 2.4118 -0.6593
H 4.2920 -1.2142 1.4719 -1.6512 1.5287 -0.2747
H 4.5263 1.4726 2.1366 -1.9157 -0.7176 -1.1982
H 2.4840 3.2574 1.4795 0.0231 -2.1395 -0.4738
H -2.8982 -1.7372 -0.3288 -0.2030 2.3331 0.6496
H -5.2390 -0.5586 0.5625 1.5705 1.4252 0.0078
H -6.1470 1.4239 1.3863 1.1118 1.1866 0.0564
H -2.9028 3.6522 1.0381 -0.1708 -2.2916 -0.5273
F 5.9650 -1.1752 0.3751 0.3080 -0.2155 0.0181
C 6.2556 -1.0109 -0.9282 0.2431 0.1389 -1.2426
C 5.3576 -0.3438 -1.7485 -0.1673 0.0730 0.1439
C 5.6614 -0.1698 -3.0957 0.3219 -0.2107 0.1237
C 6.8549 -0.6745 -3.6094 -0.0263 0.0156 -0.0168
C 7.7468 -1.3470 -2.7776 -0.2902 0.1625 0.0099
C 7.4485 -1.5116 -1.4280 0.0537 -0.0783 0.2214
H 4.4305 0.0346 -1.3330 0.0739 -0.0232 -0.0080
H 4.9694 0.3574 -3.7447 0.0509 -0.0792 0.1237
H 7.0891 -0.5422 -4.6616 -0.0269 -0.0230 0.1452
H 8.6739 -1.7430 -3.1802 -0.1056 0.0506 0.0945
H 8.1352 -2.0247 -0.7641 -0.0686 0.0071 -0.0141
F -6.9218 1.4404 3.7274 0.1330 -0.2741 -0.0024
C -7.8317 2.4221 3.8361 -0.7109 0.8141 0.1109
C -9.0438 2.1616 4.4580 0.0204 -0.1763 0.0420
C -9.9853 3.1802 4.5755 0.2865 0.1855 -0.2020
C -9.7081 4.4452 4.0598 -0.0446 -0.0115 0.0050
C -8.4899 4.6946 3.4327 -0.1956 -0.2926 0.1595
C -7.5437 3.6796 3.3248 0.1649 -0.0032 -0.0655
H -9.2451 1.1693 4.8458 0.0563 0.0590 -0.0196
H -10.9339 2.9891 5.0673 0.1318 -0.0157 -0.0623
H -10.4450 5.2381 4.1480 0.1110 -0.1028 -0.0050
H -8.2774 5.6793 3.0281 0.0244 -0.1297 0.0732
H -6.5871 3.8586 2.8477 -0.0828 -0.1011 -0.0079
F 2.2581 -6.8966 -0.0157 -0.1826 0.0008 0.1875
C 3.1142 -7.1486 -1.0184 0.6395 -0.1658 -0.7550
C 3.2752 -8.4515 -1.4661 -0.1390 -0.0915 0.0952
C 4.1592 -8.7120 -2.5094 0.0421 0.3761 0.0372
C 4.8800 -7.6674 -3.0859 0.0043 -0.0436 -0.0190
C 4.7141 -6.3635 -2.6250 -0.1276 -0.3205 0.0610
C 3.8221 -6.1012 -1.5892 -0.0515 0.1730 0.1144
H 2.7120 -9.2522 -0.9998 0.0142 0.0799 -0.0091
H 4.2870 -9.7268 -2.8726 -0.0352 0.1158 0.0818
H 5.5727 -7.8720 -3.8970 -0.0949 0.0312 0.1087
H 5.2793 -5.5518 -3.0725 -0.1099 -0.0685 0.0742
H 3.6737 -5.0910 -1.2238 -0.0216 -0.0601 0.0208
F -7.3633 6.4209 6.1362 -0.1576 -0.0371 0.0290
C -6.0929 6.8110 5.9535 0.8077 0.2455 -0.1151
C -5.6234 7.9359 6.6156 -0.1127 0.0575 0.0897
C -4.3035 8.3379 6.4301 -0.0284 -0.3098 -0.2359
C -3.4712 7.6163 5.5760 0.0249 0.0491 0.0242
C -3.9545 6.4912 4.9124 -0.1205 0.2162 0.2100
C -5.2710 6.0826 5.1062 -0.0705 -0.1042 -0.0664
H -6.2877 8.4894 7.2695 0.0166 -0.0752 -0.0433
H -3.9239 9.2122 6.9493 -0.0865 -0.0992 -0.0565
H -2.4429 7.9330 5.4283 -0.1351 -0.0561 0.0099
H -3.3060 5.9328 4.2444 -0.0886 0.0517 0.0865
H -5.6609 5.2045 4.6048 -0.0157 0.0755 0.0845
F -1.9725 -5.4866 -6.2916 -0.1482 -0.1160 -0.1990
C -1.2183 -4.9387 -5.3249 0.5802 0.3988 0.7781
C -1.4622 -3.6317 -4.9280 -0.1495 -0.2659 -0.0799
C -0.6840 -3.0654 -3.9224 0.0747 -0.2779 -0.1577
C 0.3372 -3.8087 -3.3325 0.0727 0.0420 0.0615
C 0.5772 -5.1183 -3.7419 -0.2450 0.2250 -0.0704
C -0.2087 -5.6893 -4.7399 -0.0436 -0.1984 -0.1207
H -2.2537 -3.0674 -5.4029 0.0934 -0.2601 0.1168
H -0.8712 -2.0472 -3.5990 0.0147 -0.2002 -0.0861
H 0.9467 -3.3641 -2.5512 -0.1364 -0.0279 -0.0981
H 1.3759 -5.6944 -3.2838 -0.0746 0.0247 -0.0686
H -0.0421 -6.7103 -5.0647 -0.0251 0.0631 -0.0251
F -0.6880 6.5052 2.3886 -0.2071 -0.0661 0.0522
C 0.5802 6.9065 2.2103 0.9174 0.2923 -0.1198
C 1.0390 8.0325 2.8783 -0.1435 0.0366 0.0904
C 2.3559 8.4460 2.6976 -0.0156 -0.3014 -0.2351
C 3.1960 7.7348 1.8424 0.0409 0.0490 0.0278
C 2.7233 6.6085 1.1729 -0.1403 0.2433 0.2725
C 1.4098 6.1882 1.3618 -0.1123 -0.1922 -0.0293
H 0.3686 8.5778 3.5330 0.0200 -0.0603 -0.0454
H 2.7272 9.3212 3.2214 -0.0853 -0.1010 -0.0592
H 4.2221 8.0607 1.6986 -0.1376 -0.0417 0.0180
H 3.3779 6.0581 0.5039 -0.1094 0.0395 0.0674
H 1.0279 5.3086 0.8555 -0.0307 0.1365 -0.0135
F 7.2713 1.6953 5.5657 -0.0775 0.0470 0.1201
C 7.9516 1.3092 4.4762 0.4137 -0.2327 -0.6667
C 7.2774 0.6834 3.4378 -0.1046 0.0214 0.0132
C 7.9823 0.2871 2.3045 0.2861 0.1312 0.1330
C 9.3559 0.5117 2.2277 -0.0153 -0.0006 0.0085
C 10.0236 1.1364 3.2784 -0.3132 -0.0912 -0.0753
C 9.3170 1.5427 4.4067 0.0376 0.0610 0.1322
H 6.2101 0.5097 3.5193 0.0661 0.0015 0.0640
H 7.4631 -0.1964 1.4832 0.1227 0.1330 0.2671
H 9.9061 0.1983 1.3452 -0.0720 0.0471 0.1117
H 11.0940 1.3068 3.2184 -0.1415 0.0077 0.0388
H 9.8190 2.0382 5.2299 -0.0742 -0.0443 -0.0261
F -2.9570 -4.2573 0.1760 -0.0434 0.2355 -0.0049
C -2.7662 -5.5825 0.2738 0.1528 -0.9603 0.0654
C -1.9457 -6.2229 -0.6434 0.1069 0.1870 -0.1295
C -1.7438 -7.5961 -0.5390 -0.2369 0.0598 0.3092
C -2.3735 -8.3154 0.4755 0.0282 -0.0242 -0.0243
C -3.1993 -7.6631 1.3881 0.1937 0.0856 -0.2671
C -3.3926 -6.2881 1.2905 -0.0931 0.1364 0.0756
H -1.4706 -5.6479 -1.4312 -0.0314 0.0214 0.0170
H -1.0976 -8.1055 -1.2469 -0.0779 0.1130 0.0512
H -2.2191 -9.3876 0.5538 -0.0272 0.1435 -0.0041
H -3.6921 -8.2255 2.1749 0.0598 0.1082 -0.0819
H -4.0247 -5.7628 1.9974 0.0382 -0.0024 -0.0704
F -2.1466 -1.0970 -5.9127 0.0439 0.3538 0.0345
C -2.7964 -0.6583 -7.0018 -0.4611 0.3573 -0.7761
C -2.6650 -1.3488 -8.1977 0.1102 -0.1539 0.0401
C -3.3429 -0.8971 -9.3264 -0.1025 0.2691 0.2648
C -4.1359 0.2466 -9.2487 0.0043 -0.0257 -0.0437
C -4.2566 0.9349 -8.0439 0.1593 -0.2818 -0.1052
C -3.5878 0.4771 -6.9124 0.0138 0.0467 0.1613
H -2.0370 -2.2317 -8.2409 -0.0379 0.0518 0.0494
H -3.2532 -1.4343 -10.2652 0.0224 0.0467 0.1388
H -4.6610 0.6010 -10.1309 0.0695 -0.0433 0.1222
H -4.8714 1.8277 -7.9863 0.0798 -0.1211 0.0325
H -3.6774 0.9953 -5.9644 0.0480 -0.0555 -0.0452
```
Positions in Å, forces in eV/Å.

Largest force on an atom ... 6.9 eV/A
Kohn-Sham gap ... 0.267 Eh
SMILES ... C#Cc1cccc2c1C(=O)c1ccc(O)cc1C2=O.Fc1ccccc1.Fc1ccccc1.Fc1ccccc1.Fc1ccccc1.Fc1ccccc1.Fc1ccccc1.Fc1ccccc1.Fc1ccccc1.Fc1ccccc1